No. 1
Entry from OMol25: 2 unconnected molecules or ions with the total composition C4H14N2OS in a non-equilibrium geometry (ωB97M-V/def2-TZVPD).

Computed properties:
Molar mass = 138.2 g/mol
Net charge = 0
DFT total energy = -743.71007 hartree
Spin multiplicity = 1
Strongest force on any atom = 0.023 hartree/bohr
Orbital gap = 9.58 eV

CARTESIAN COORDINATES (ANGSTROEM)
N -0.49285 -3.10528 2.41938
C -0.33414 -1.66564 2.20212
C -1.52319 -1.13781 1.39984
O -1.41048 0.22429 1.12619
H 0.37847 -3.58919 2.24995
H -0.75964 -3.32941 3.36663
H 0.56708 -1.46017 1.63527
H -0.23712 -1.10248 3.12998
H -2.43364 -1.33224 1.97242
H -1.52437 -1.73463 0.47750
H -1.44422 0.44428 0.13499
N -1.57837 0.84771 -1.31442
C -0.20620 0.73322 -1.86480
C 0.82805 1.25786 -0.86928
S 2.43745 1.57527 -1.67703
H -2.21024 0.22607 -1.80015
H -1.92361 1.79429 -1.40169
H 0.00965 -0.32100 -2.04670
H -0.10735 1.30703 -2.78669
H 1.01112 0.57320 -0.05080
H 0.51843 2.20090 -0.42580
H 2.95230 0.36272 -1.43994

No. 2
Entry from OMol25: 2 unconnected molecules or ions with the total composition C4H9NO2 in a non-equilibrium geometry (ωB97M-V/def2-TZVPD).

Computed properties:
Molar mass = 103.1 g/mol
Net charge = 0
DFT total energy = -363.02599 hartree
Spin multiplicity = 1
Strongest force on any atom = 0.054 hartree/bohr
Orbital gap = 10.50 eV

CARTESIAN COORDINATES (ANGSTROEM)
C -1.01325 -1.94937 1.23221
C -0.37118 -1.69041 0.13243
C 0.00535 -0.35058 -0.18462
O -0.47938 0.65646 0.31302
N 0.96709 -0.27068 -1.15822
C 1.27993 0.97280 -1.77265
H -1.41025 -2.91921 1.51423
H -1.12399 -1.19050 2.03753
H -0.18243 -2.46675 -0.65094
H 1.35578 -1.16727 -1.45727
H 0.93135 0.98014 -2.85418
H 0.69089 1.73364 -1.24232
H 2.37134 1.07936 -1.76254
O -1.33862 2.33164 2.18219
H -0.34307 2.51066 2.24938
H -1.33955 1.74007 1.42174

no.,E_HOMO (Ha)
1,-0.3249
2,-0.3653